Here is a structure of composition C15H35Cl2N4NdP at a distorted geometry from the Open Molecules 2025 dataset. Energies are from ωB97M-V/def2-TZVPD.

```
58
Properties=species:S:1:pos:R:3:mulliken_charge:R:1
Nd -0.330 -0.018 0.867 0.330
Cl -1.663 2.135 0.175 -0.602
Cl 0.958 -2.275 0.421 -0.610
H -2.014 -1.007 0.618 -0.153
H 1.373 0.950 0.582 -0.140
P -0.059 0.100 -2.890 -0.235
C 0.219 1.864 -3.283 0.609
C 1.134 -1.073 -3.610 0.622
C -1.863 -0.304 -3.009 0.645
C 1.175 2.552 -2.290 -1.225
H -0.772 2.338 -3.159 0.352
C 0.678 1.947 -4.731 -1.573
H 1.688 1.533 -4.847 0.238
H 0.701 2.996 -5.047 0.464
H 0.006 1.407 -5.408 0.317
H 0.683 2.700 -1.322 0.168
H 1.449 3.533 -2.696 0.434
H 2.090 1.974 -2.115 0.202
H -2.331 0.520 -2.426 0.412
C -2.292 -1.639 -2.336 -1.302
C -2.218 -0.207 -4.499 -1.496
H -2.138 0.834 -4.852 0.278
H -3.251 -0.553 -4.663 0.472
H -1.541 -0.838 -5.106 0.261
H -1.520 -2.035 -1.654 0.198
H -2.545 -2.398 -3.098 0.378
H -3.185 -1.448 -1.722 0.328
C 2.523 -0.767 -3.044 -1.447
H 1.109 -0.873 -4.693 0.514
C 0.743 -2.526 -3.342 -1.444
H 2.905 0.211 -3.349 0.267
H 3.225 -1.522 -3.406 0.457
H 2.523 -0.814 -1.947 0.216
H 0.744 -2.734 -2.264 0.098
H 1.490 -3.177 -3.805 0.485
H -0.235 -2.790 -3.752 0.298
C -0.144 1.463 3.668 -0.612
N 0.087 0.081 3.152 -0.127
C -1.070 -0.806 3.651 -0.484
N -1.121 -0.822 5.118 0.001
C -1.286 0.584 5.576 -0.701
N -0.191 1.480 5.141 -0.003
C 1.094 0.913 5.629 -0.659
N 1.339 -0.478 5.170 -0.007
C 1.356 -0.460 3.696 -0.624
C 0.197 -1.315 5.603 -0.701
H -1.087 1.819 3.224 0.421
H 0.691 2.063 3.290 0.267
H -0.891 -1.810 3.237 0.291
H -1.995 -0.391 3.215 0.399
H -1.313 0.579 6.670 0.333
H -2.235 0.969 5.175 0.361
H 1.913 1.548 5.258 0.363
H 1.070 0.912 6.725 0.332
H 1.471 -1.468 3.276 0.352
H 2.141 0.202 3.314 0.287
H 0.170 -1.322 6.697 0.332
H 0.346 -2.335 5.217 0.368
```

HOMO-LUMO gap (alpha / beta), eV: 5.7 / 5.7
Multiplicity: 4
Net charge: -1
Strongest force on any atom, eV/Å: 5.103
Energy, eV: -71695.112
LUMO level (alpha / beta), eV: 2.6 / 2.6



Here is a cluster of 5 separate species, C15H35ClFNO4PSi in total at a distorted geometry from the Open Molecules 2025 dataset. Energies are from ωB97M-V/def2-TZVPD.

```
59
Properties=species:S:1:pos:R:3:mulliken_charge:R:1
C -4.613 -2.865 5.334 -1.147
C -5.424 -1.798 4.612 -0.166
C -5.389 -1.922 3.114 -0.692
O -4.156 -1.411 2.557 -0.201
C -4.337 -0.981 1.254 -0.601
P -2.698 -0.947 0.441 0.280
C -1.505 -1.858 1.416 -0.687
C -0.097 -1.289 1.245 -0.457
O -0.132 0.079 1.554 -0.447
Si 0.578 1.060 0.350 0.410
C -0.235 2.703 0.385 -1.104
C 2.426 1.227 0.590 -1.033
C 0.312 0.361 -1.387 -0.921
H -4.921 -3.875 5.046 0.377
H -3.544 -2.722 5.179 0.238
H -4.774 -2.757 6.406 0.332
H -5.104 -0.802 4.962 -0.051
H -6.476 -1.926 4.895 0.312
H -5.490 -2.970 2.796 0.326
H -6.230 -1.378 2.670 0.397
H -4.979 -1.656 0.673 0.488
H -4.768 0.027 1.197 0.408
H -2.272 0.364 0.236 0.079
H -2.896 -1.584 -0.782 0.114
H -1.516 -2.914 1.140 0.558
H -1.864 -1.782 2.444 0.363
H 0.273 -1.461 0.230 0.296
H 0.552 -1.855 1.921 0.353
H 0.403 3.471 -0.044 0.267
H -0.394 3.006 1.424 0.409
H -1.201 2.733 -0.120 0.376
H 2.700 1.520 1.605 0.261
H 2.740 2.049 -0.060 0.320
H 3.013 0.361 0.276 0.349
H 0.225 1.211 -2.063 0.442
H 1.205 -0.200 -1.690 0.190
H -0.524 -0.331 -1.519 0.324
C 6.356 1.708 2.477 -0.790
C 5.984 2.644 1.425 0.353
N 5.687 3.373 0.598 -0.389
H 5.689 1.829 3.329 0.263
H 6.275 0.687 2.107 0.251
H 7.380 1.893 2.795 0.328
O 2.952 -0.554 -2.803 -0.597
C 2.878 -0.040 -3.885 0.914
O 1.995 -0.543 -4.775 -0.366
C 1.683 0.114 -6.006 -0.420
C 2.664 -0.236 -7.106 -0.976
C 3.783 1.101 -4.286 -1.122
H 1.601 1.191 -5.857 0.358
H 0.688 -0.244 -6.265 0.338
H 3.673 0.098 -6.866 0.274
H 2.362 0.229 -8.045 0.351
H 2.699 -1.317 -7.247 0.299
H 4.722 0.685 -4.649 0.283
H 3.982 1.693 -3.396 0.282
H 3.367 1.761 -5.042 0.370
Cl -3.624 0.478 5.943 -0.828
F -1.683 4.561 -0.733 -0.939
```

HOMO-LUMO gap, eV: 5.6
Net charge: -1
Strongest force on any atom, eV/Å: 1.436
Energy, eV: -58208.466
LUMO level, eV: 1.7



Here is a structure of composition C15H35ClN5O5Pt at a distorted geometry from the Open Molecules 2025 dataset. Energies are from ωB97M-V/def2-TZVPD.

```
62
Properties=species:S:1:pos:R:3:mulliken_charge:R:1
Pt -0.187 -0.482 0.180 4.047
Cl -0.769 -2.469 1.656 -0.610
C 1.793 0.920 3.974 -1.006
C 1.922 -0.047 2.837 0.520
O 1.190 0.073 1.850 -1.177
N 2.776 -1.065 2.984 -0.161
C 2.956 -1.989 1.879 -0.664
H 2.224 1.882 3.704 0.209
H 2.406 0.577 4.813 0.448
H 0.756 0.972 4.291 0.212
H 3.188 -1.263 3.876 0.252
H 3.465 -2.891 2.231 0.438
H 3.733 -1.628 1.197 0.346
H 2.038 -2.281 1.382 -0.223
C -0.315 2.808 -2.443 -1.250
C 0.708 2.272 -1.491 0.638
O 0.582 1.165 -0.970 -1.170
N 1.693 3.117 -1.127 -0.173
C 2.632 3.037 -0.020 -0.715
H -0.430 3.891 -2.391 0.430
H -1.268 2.307 -2.320 0.211
H 0.068 2.664 -3.460 0.353
H 1.669 4.029 -1.556 0.229
H 2.481 3.852 0.687 0.329
H 3.646 3.107 -0.415 0.340
H 2.512 2.060 0.447 0.085
C -3.774 -1.971 -0.778 -1.119
C -2.932 -1.103 -1.707 0.614
O -1.770 -0.871 -1.343 -0.797
N -3.362 -0.603 -2.871 -0.200
C -4.398 -1.119 -3.777 -0.879
H -3.138 -2.235 0.066 0.096
H -4.073 -2.924 -1.218 0.450
H -4.663 -1.449 -0.425 0.350
H -2.650 -0.070 -3.347 0.287
H -3.857 -1.401 -4.678 0.334
H -5.261 -0.475 -3.911 0.282
H -4.736 -2.061 -3.337 0.303
C -3.337 0.723 2.545 -0.918
C -2.158 1.505 1.992 0.474
O -1.463 1.060 1.081 -0.757
N -1.908 2.693 2.586 -0.156
C -0.829 3.599 2.235 -0.667
H -3.791 0.215 1.692 0.078
H -4.125 1.376 2.928 0.437
H -3.130 -0.030 3.301 0.240
H -2.719 3.110 3.016 0.250
H -0.570 4.132 3.147 0.328
H -1.084 4.294 1.434 0.325
H 0.043 3.045 1.906 0.054
C 2.606 -1.491 -3.192 -1.335
C 2.046 -2.170 -1.962 0.584
O 1.264 -1.577 -1.221 -0.736
N 2.507 -3.388 -1.687 -0.141
C 2.071 -4.230 -0.593 -0.787
H 3.702 -1.490 -3.151 0.411
H 2.284 -0.459 -3.262 0.167
H 2.438 -2.040 -4.121 0.388
H 3.297 -3.707 -2.223 0.230
H 1.672 -5.148 -1.032 0.321
H 1.395 -3.783 0.128 0.221
H 2.934 -4.576 -0.013 0.328
```

HOMO-LUMO gap (alpha / beta), eV: 8.1 / 8.8
Multiplicity: 3
Net charge: +1
Strongest force on any atom, eV/Å: 2.327
Energy, eV: -49575.679
LUMO level (alpha / beta), eV: -1.8 / -1.8
Energy above the lowest of the compared OMol25 structures with the same formula, charge and spin, kcal per mole: 10.3